[1]
C29H20AuN2O3 | ωB97M-V/def2-TZVPD

The value obtained for the total energy is -1588.0006 a.u. For the HOMO-LUMO gap (spin up / spin down), the calculation gives 6.86 / 6.57 eV. As for the charge: -1. The expectation value of S² is 2.04. As for the spin multiplicity: 3. The value obtained for the HOMO energy (spin up / spin down) is -4.10 / -4.92 eV.

XYZ file:
```
55
Properties=species:S:1:pos:R:3:mulliken_charge:R:1
Au -0.7922 0.0680 -0.8058 0.859
O -5.4758 -0.5574 -3.6764 -0.656
C -5.7353 0.6039 -3.0597 0.199
C -7.0250 1.1270 -3.1687 -0.650
C -7.3471 2.3421 -2.5954 -0.340
C -6.3887 3.0643 -1.8941 -0.634
C -5.1177 2.5371 -1.7524 -0.562
C -4.7696 1.3123 -2.3149 0.577
C -3.4039 0.7714 -2.0388 0.856
O -2.7181 1.3103 -1.1211 -0.880
N -3.0213 -0.2363 -2.8047 -0.930
N -1.7771 -0.7327 -2.4930 -0.106
C -1.4145 -1.7942 -3.1206 0.101
C -0.1769 -2.5146 -3.0047 0.314
C -0.1024 -3.7398 -3.6940 -0.573
C 1.0205 -4.5286 -3.6752 -0.644
C 2.1356 -4.0957 -2.9439 -0.370
C 2.1019 -2.9124 -2.2529 -0.476
C 0.9542 -2.0679 -2.2498 0.358
O 1.0204 -0.9534 -1.6098 -0.845
H -4.4976 -0.7192 -3.5375 0.531
H -7.7622 0.5576 -3.7210 0.383
H -8.3553 2.7258 -2.6970 0.353
H -6.6349 4.0224 -1.4547 0.386
H -4.3608 3.0643 -1.1868 0.384
H -2.1418 -2.2085 -3.8195 0.326
H -0.9735 -4.0622 -4.2557 0.294
H 1.0450 -5.4712 -4.2067 0.373
H 3.0347 -4.7013 -2.9292 0.357
H 2.9563 -2.5676 -1.6836 0.435
C 0.2360 0.5624 0.7937 -0.478
C 1.1603 0.6427 1.5913 0.748
C 2.2146 0.7303 2.5041 -0.819
C 2.5528 2.0528 3.0260 0.402
C 3.8587 2.4305 3.3746 -0.208
C 4.1334 3.7074 3.8350 -0.634
C 3.1238 4.6517 3.9559 -0.399
C 1.8267 4.3008 3.6000 -0.541
C 1.5469 3.0282 3.1408 -0.601
C 2.9125 -0.4892 2.8604 0.374
C 3.6952 -0.6035 4.0245 -0.321
C 4.3416 -1.7851 4.3399 -0.663
C 4.2332 -2.8944 3.5110 -0.443
C 3.4402 -2.8094 2.3712 -0.537
C 2.7825 -1.6374 2.0551 -0.540
H 4.6735 1.7321 3.2384 0.578
H 5.1513 3.9739 4.0946 0.361
H 3.3506 5.6511 4.3053 0.361
H 1.0272 5.0275 3.6791 0.361
H 0.5377 2.7605 2.8576 0.391
H 3.7581 0.2336 4.7058 0.570
H 4.9236 -1.8457 5.2522 0.361
H 4.7481 -3.8145 3.7569 0.366
H 3.3319 -3.6727 1.7257 0.408
H 2.1627 -1.5774 1.1687 0.485
```

[2]
C26H33As2I2N2O2Pd | ωB97M-V/def2-TZVPD

The value obtained for the total energy is -6464.9645 a.u. For the HOMO-LUMO gap (spin up / spin down), the calculation gives 5.98 / 6.07 eV. As for the charge: +1. The expectation value of S² is 6.05. As for the spin multiplicity: 5. The value obtained for the HOMO energy (spin up / spin down) is -8.00 / -11.11 eV.

XYZ file:
```
68
Properties=species:S:1:pos:R:3:mulliken_charge:R:1
Pd 0.6525 0.0501 0.0929 0.253
I -3.7036 -2.1376 -6.3712 0.195
C -2.3690 -1.4737 -4.9451 -0.367
C -1.0438 -1.2046 -5.3148 -0.306
C -0.1705 -0.7553 -4.3633 -0.443
I 1.8220 -0.4694 -4.8294 0.100
C -0.6066 -0.4876 -2.9889 -0.124
O 0.1322 0.0806 -2.1771 0.367
C -1.9557 -0.9067 -2.6322 0.718
C -2.4140 -0.8404 -1.2017 -1.430
N -1.4409 -1.4315 -0.2731 0.289
C -1.0288 -2.8004 -0.5907 -1.243
C 0.4287 -2.9284 -1.0047 1.054
C 0.8264 -3.9548 -1.8508 -0.943
C 2.1711 -4.1043 -2.1388 -0.476
C 3.0803 -3.2255 -1.5744 -0.893
C 2.6003 -2.2198 -0.7535 -0.439
N 1.3034 -2.0829 -0.4723 0.431
C -2.7993 -1.3537 -3.6065 -0.340
H -0.7152 -1.3563 -6.3339 0.421
H -3.3843 -1.3439 -1.1418 0.425
H -2.5640 0.1989 -0.9015 0.427
H -1.8529 -1.3997 0.6498 0.059
H -1.6476 -3.2235 -1.3855 0.340
H -1.1705 -3.4346 0.2864 0.455
H 0.0883 -4.6259 -2.2730 0.495
H 2.5042 -4.8974 -2.7969 0.422
H 4.1397 -3.3080 -1.7746 0.463
H 3.2583 -1.4859 -0.3036 0.490
H -3.8124 -1.6346 -3.3446 0.439
C 0.9083 3.7883 2.5942 -1.279
As 0.2830 2.4570 1.3061 1.020
C -0.2523 3.6603 -0.1222 -1.214
C -1.4429 1.9878 2.1177 -0.568
C -2.5056 2.8765 2.2396 -0.620
C -3.7271 2.4543 2.7498 -0.828
C -3.8914 1.1333 3.1415 -0.768
C -2.8268 0.2439 3.0540 -0.254
C -1.5982 0.6647 2.5568 0.585
As -0.0320 -0.5126 2.4910 0.901
C -0.7573 -2.1450 3.2686 -1.559
C 0.9457 0.1180 4.0536 -1.122
H 0.1904 4.6066 2.6341 0.426
H 1.8771 4.1653 2.2720 0.409
H 1.0069 3.3363 3.5781 0.368
H -0.9691 4.4033 0.2210 0.505
H -0.6750 3.0839 -0.9426 0.253
H 0.6434 4.1670 -0.4785 0.372
H -2.3873 3.9077 1.9295 0.307
H -4.5482 3.1542 2.8390 0.412
H -4.8444 0.7970 3.5297 0.428
H -2.9671 -0.7760 3.3899 0.351
H -1.5098 -2.6156 2.6382 0.422
H -1.1907 -1.9116 4.2387 0.488
H 0.0684 -2.8406 3.4014 0.397
H 0.2437 0.3937 4.8376 0.370
H 1.5623 0.9725 3.7859 0.256
H 1.5953 -0.6812 4.4077 0.499
C 4.5745 1.8145 0.5361 -0.917
O 3.3735 1.0544 0.6218 -0.187
C 2.4331 1.2116 -0.3701 0.244
C 2.7903 1.8216 -1.6806 -1.397
H 5.0784 1.6704 -0.4205 0.353
H 5.2181 1.4619 1.3373 0.252
H 4.3745 2.8799 0.6773 0.292
H 3.3083 2.7826 -1.5668 0.452
H 1.8838 1.9955 -2.2574 0.262
H 3.4375 1.1756 -2.2949 0.254
```

[3]
C36H38Br2ClNO6 | ωB97M-V/def2-TZVPD

The value obtained for the total energy is -7508.3171 a.u. As for the SMILES: C=Cc1c(CCC)c(C[C@H]2CO2)c(COC(C)=O)c2c1C(=O)c1c(CC=O)c([C@@H](Cl)CC)c(N=C(C)C)c(/C(Br)=C(/C)Br)c1C2=O. For the HOMO-LUMO gap, the calculation gives 7.34 eV. As for the charge: 0. The value obtained for the HOMO energy is -8.59 eV.

XYZ file:
```
84
Properties=species:S:1:pos:R:3:mulliken_charge:R:1
C 2.7476 -3.3175 3.2436 -0.895
C 2.4305 -3.1279 1.8678 -0.520
C 2.4729 -1.6673 1.1819 0.281
C 3.7855 -1.3074 0.4267 0.080
C 4.9755 -2.3821 0.4074 -1.113
C 4.6404 -3.6991 -0.4783 -0.329
C 5.1799 -5.0689 0.2353 -0.911
C 3.8912 0.1165 -0.2488 0.591
C 5.2721 0.4250 -0.9863 -1.039
C 5.3738 -0.6379 -2.3387 0.500
C 5.3265 0.1535 -3.8263 -0.799
O 6.6342 -0.5159 -3.1614 -0.472
C 2.6856 1.1302 -0.1926 0.158
C 2.8330 2.5771 -0.8880 -1.107
O 2.9659 3.5632 0.1706 -0.216
C 4.2878 4.0533 0.2881 0.630
C 4.4935 5.5558 0.8512 -0.979
O 5.3383 3.4093 0.0343 -0.516
C 1.3669 0.7138 0.5406 0.591
C 1.2791 -0.6830 1.2476 0.573
C -0.0841 -1.0245 2.0267 -0.117
O 0.0216 -1.6455 3.1141 -0.505
C -1.4603 -0.5068 1.3901 -0.047
C -2.8051 -1.3179 1.4822 -0.103
C -2.6882 -2.7339 2.2189 -0.751
C -1.7792 -3.6936 1.2715 0.149
O -2.1574 -4.8941 1.1060 -0.558
C -4.1461 -0.7454 0.8780 0.030
C -5.4819 -1.5997 1.0406 0.085
Cl -7.0284 -0.6373 1.1964 -0.171
C -5.4993 -2.7270 -0.1085 -0.357
C -6.2973 -2.3227 -1.4390 -1.022
C -4.0161 0.6307 0.1549 -0.113
N -5.1711 1.2655 -0.5034 -0.315
C -5.6271 2.3069 0.1739 0.579
C -6.0077 3.6370 -0.6733 -0.873
C -5.8024 2.4124 1.7551 -1.095
C -2.6585 1.4256 0.0259 0.448
C -2.5685 2.8239 -0.7674 -0.205
Br -2.5139 4.5956 0.1067 -0.059
C -2.5590 2.8009 -2.1935 0.314
C -2.5065 4.0931 -3.1239 -1.008
Br -2.6612 1.0466 -3.1607 -0.174
C -1.3593 0.8871 0.6598 0.125
C 0.0640 1.6420 0.6214 0.341
O 0.1827 2.8877 0.6886 -0.531
H 2.3941 -2.5242 3.9796 0.262
H 3.2984 -4.2747 3.5677 0.291
H 2.1064 -3.9750 1.1570 0.315
H 5.9539 -1.9597 -0.0001 0.185
H 5.2034 -2.7781 1.4702 0.602
H 3.5169 -3.8377 -0.6210 0.314
H 5.1926 -3.6638 -1.4915 0.397
H 4.2640 -5.7055 0.5046 0.204
H 5.8204 -5.7054 -0.4719 0.318
H 5.7700 -4.8531 1.1950 0.263
H 5.3091 1.4210 -1.5328 0.096
H 6.1826 0.1977 -0.3413 0.448
H 4.8196 -1.6985 -2.2591 0.085
H 5.7926 1.1880 -3.7253 0.316
H 5.5288 -0.4442 -4.7765 0.391
H 1.8180 2.7834 -1.3985 0.355
H 3.6394 2.6213 -1.6894 0.490
H 5.6055 5.8160 0.9524 0.294
H 3.8965 6.3337 0.2718 0.276
H 4.0818 5.5587 1.9344 0.263
H -2.2282 -2.6615 3.2770 0.460
H -3.6734 -3.2911 2.3436 0.254
H -0.8478 -3.3301 0.7172 0.303
H -5.3751 -2.1735 2.0390 0.302
H -4.4336 -3.1186 -0.3247 0.275
H -6.0565 -3.6377 0.3401 0.312
H -7.4113 -2.4430 -1.2336 0.293
H -5.9985 -1.3225 -1.8986 0.219
H -6.0325 -3.1240 -2.2333 0.338
H -5.3621 3.7410 -1.6192 0.107
H -7.1215 3.7088 -0.9116 0.350
H -5.6925 4.5199 0.0048 0.257
H -6.8848 2.1349 2.0270 0.296
H -5.6674 3.5019 2.1226 0.365
H -5.0763 1.7798 2.3653 0.246
H -3.4871 4.6772 -2.9210 0.260
H -1.6582 4.8185 -2.8901 0.281
H -2.5572 3.8225 -4.2458 0.341
```

[4]
CH2N2O4 | ωB97M-V/def2-TZVPD

The value obtained for the total energy is -449.5509 a.u. As for the SMILES: O=NOC[N+](=O)[O-]. For the HOMO-LUMO gap, the calculation gives 9.91 eV. As for the charge: 0. The value obtained for the HOMO energy is -10.74 eV.

XYZ file:
```
9
Properties=species:S:1:pos:R:3:mulliken_charge:R:1
O 2.8689 -0.9944 0.0256 -0.319
N 1.8442 -0.5578 -0.3522 0.174
O 0.8498 -0.4953 0.5765 -0.147
C -0.5418 -0.3431 -0.0668 -0.260
N -1.0876 1.0379 0.0934 0.850
O -0.2683 1.9940 0.0884 -0.463
O -2.3116 1.1032 0.1630 -0.493
H -0.3370 -0.5952 -1.1348 0.358
H -1.0165 -1.1493 0.6069 0.299
```